1.
A molecular structure, C32H29BrNP2ReS, computed with ωB97M-V/def2-TZVPD.

Element x y z (Å)
1 Re 0.229 -0.345 -1.008
2 C 1.919 1.207 4.997
3 C 2.136 1.739 3.734
4 C 1.642 1.089 2.613
5 C 0.920 -0.094 2.750
6 C 0.721 -0.634 4.020
7 C 1.218 0.018 5.137
8 P 0.426 -1.033 1.285
9 C -0.811 -2.227 1.814
10 C -1.953 -1.811 2.497
11 C -2.952 -2.725 2.789
12 C -2.820 -4.052 2.399
13 C -1.684 -4.470 1.721
14 C -0.679 -3.558 1.428
15 C 1.941 -1.763 0.652
16 C 2.882 -2.642 1.185
17 C 4.073 -2.783 0.503
18 C 4.318 -2.068 -0.681
19 C 3.365 -1.227 -1.216
20 C 2.127 -1.068 -0.563
21 H 2.304 1.715 5.872
22 H 2.697 2.657 3.618
23 H 1.863 1.492 1.633
24 H 0.169 -1.557 4.145
25 H 1.057 -0.406 6.119
26 H -2.061 -0.780 2.816
27 H -3.835 -2.403 3.325
28 H -3.603 -4.762 2.628
29 H -1.577 -5.502 1.416
30 H 0.199 -3.883 0.882
31 H 2.707 -3.169 2.115
32 H 4.842 -3.436 0.894
33 H 5.271 -2.193 -1.177
34 H 3.569 -0.702 -2.141
35 Br 0.734 -0.218 -3.601
36 C 0.786 1.677 -3.722
37 C 1.000 2.272 -4.928
38 C 1.075 3.680 -4.976
39 C 0.943 4.413 -3.833
40 C 0.714 3.785 -2.585
41 C 0.580 4.545 -1.394
42 C 0.340 3.931 -0.203
43 C 0.196 2.525 -0.151
44 C 0.345 1.718 -1.261
45 C 0.616 2.376 -2.510
46 H 1.121 1.684 -5.827
47 H 1.246 4.167 -5.926
48 H 1.014 5.493 -3.865
49 H 0.673 5.622 -1.451
50 H 0.235 4.511 0.705
51 H -0.063 2.081 0.801
52 C -3.365 -1.087 -1.204
53 P -2.217 0.319 -1.258
54 C -2.886 1.417 0.026
55 C -2.679 1.176 -2.793
56 H -4.399 -0.746 -1.270
57 H -3.224 -1.639 -0.273
58 H -3.161 -1.761 -2.034
59 H -3.939 1.628 -0.165
60 H -2.339 2.356 0.037
61 H -2.792 0.942 1.003
62 H -3.755 1.350 -2.838
63 H -2.383 0.575 -3.654
64 H -2.165 2.136 -2.847
65 S -1.350 -4.423 -2.697
66 C -0.916 -3.070 -2.028
67 N -0.606 -2.058 -1.481

## Properties
- Calculated total energy: -136725.00190 eV
- Net charge: +1
- Energy relative to the best compared isomer or geometry (same formula, charge and spin): 0.00 kcal/mol
- 2S+1: 2

2.
A molecular structure, C32H29F12N6O4Tc, computed with ωB97M-V/def2-TZVPD.

Element x y z (Å)
1 Tc -1.102 0.062 -0.044
2 C 3.818 -2.368 4.398
3 C 3.053 -1.725 3.269
4 C 3.555 -1.677 1.974
5 C 2.817 -1.110 0.957
6 C 1.557 -0.540 1.167
7 N 0.861 -0.064 0.006
8 C 1.602 0.648 -0.996
9 C 2.716 1.391 -0.596
10 C 3.498 2.090 -1.493
11 C 3.193 2.084 -2.849
12 C 4.032 2.833 -3.853
13 C 2.062 1.386 -3.239
14 C 1.237 0.697 -2.347
15 C 0.002 -0.039 -2.893
16 O -0.999 -0.253 -1.962
17 C -0.721 0.779 -4.026
18 F -0.983 2.015 -3.562
19 F -1.886 0.202 -4.324
20 F -0.062 0.936 -5.171
21 C 0.462 -1.428 -3.459
22 F 1.508 -1.899 -2.753
23 F 0.856 -1.362 -4.728
24 F -0.509 -2.336 -3.375
25 C 1.031 -0.590 2.464
26 C 1.798 -1.183 3.474
27 C -0.348 -0.047 2.876
28 O -1.111 0.479 1.853
29 C -1.200 -1.180 3.566
30 F -0.888 -1.376 4.849
31 F -1.021 -2.353 2.936
32 F -2.494 -0.886 3.507
33 C -0.161 1.153 3.868
34 F -1.337 1.713 4.151
35 F 0.425 0.845 5.020
36 F 0.603 2.092 3.283
37 H 4.880 -2.437 4.167
38 H 3.453 -3.379 4.588
39 H 3.707 -1.801 5.322
40 H 4.530 -2.098 1.752
41 H 3.228 -1.103 -0.046
42 H 2.989 1.396 0.452
43 H 4.361 2.638 -1.131
44 H 5.084 2.833 -3.568
45 H 3.711 3.874 -3.928
46 H 3.948 2.391 -4.846
47 H 1.824 1.375 -4.292
48 H 1.390 -1.229 4.474
49 C -4.989 1.128 1.231
50 C -4.000 1.254 0.127
51 O -3.148 0.361 -0.068
52 N -4.002 2.307 -0.676
53 C -2.961 2.431 -1.697
54 C -1.715 3.031 -1.091
55 C -1.452 4.374 -1.272
56 C -0.385 4.966 -0.616
57 C 0.385 4.186 0.225
58 C 0.084 2.845 0.347
59 N -0.930 2.259 -0.306
60 H -5.219 0.072 1.360
61 H -5.893 1.707 1.047
62 H -4.511 1.477 2.151
63 H -4.643 3.064 -0.504
64 H -3.333 3.067 -2.494
65 H -2.768 1.447 -2.109
66 H -2.094 4.951 -1.925
67 H -0.167 6.017 -0.757
68 H 1.220 4.591 0.777
69 H 0.671 2.209 0.987
70 C -0.728 -5.575 -0.212
71 N -1.346 -4.279 0.001
72 C -2.729 -4.068 0.368
73 C -2.768 -2.567 0.586
74 O -3.719 -1.981 1.015
75 N -1.505 -2.037 0.213
76 C -0.724 -3.101 -0.071
77 N 0.561 -3.007 -0.364
78 H -1.340 -6.332 0.270
79 H 0.259 -5.610 0.249
80 H -0.646 -5.818 -1.273
81 H -3.000 -4.588 1.287
82 H -3.425 -4.348 -0.425
83 H 0.946 -2.085 -0.518
84 H 1.048 -3.795 -0.754

## Properties
- Calculated total energy: -85594.30330 eV
- Net charge: +1
- 2S+1: 4

3.
5 unconnected molecules or ions with the total composition C32H29F13NO3S at a distorted geometry, computed with ωB97M-V/def2-TZVPD.

Element x y z (Å)
1 O -4.356 1.895 1.595
2 S -2.922 1.787 1.572
3 O -2.288 1.989 2.838
4 C -2.301 3.095 0.466
5 C -1.761 2.723 -0.919
6 O -2.739 2.404 -1.889
7 C -4.062 2.698 -1.487
8 C -4.107 4.108 -0.959
9 N -3.377 4.144 0.362
10 C -2.515 0.062 0.967
11 F -2.645 -0.029 -0.371
12 F -3.504 -0.669 1.523
13 C -1.180 -0.554 1.488
14 F -1.108 -1.799 0.973
15 F -1.263 -0.657 2.822
16 C 0.131 0.187 1.121
17 F -0.012 1.523 1.223
18 F 1.049 -0.183 2.025
19 C 0.730 -0.164 -0.285
20 F -0.219 -0.416 -1.188
21 F 1.550 -1.197 -0.194
22 F 1.420 0.904 -0.713
23 H -1.483 3.553 1.006
24 H -1.089 1.878 -0.855
25 H -1.150 3.554 -1.268
26 H -4.422 1.970 -0.764
27 H -4.701 2.617 -2.355
28 H -3.534 4.723 -1.639
29 H -5.119 4.475 -0.881
30 H -2.907 5.046 0.425
31 H -4.005 4.106 1.172
32 F 6.600 -6.142 -2.123
33 C 5.690 -5.190 -1.848
34 C 5.234 -5.056 -0.552
35 C 4.300 -4.071 -0.272
36 C 3.833 -3.245 -1.285
37 C 4.301 -3.399 -2.583
38 C 5.241 -4.377 -2.870
39 H 5.609 -5.715 0.221
40 H 3.937 -3.947 0.740
41 H 3.105 -2.479 -1.063
42 H 3.932 -2.754 -3.372
43 H 5.626 -4.511 -3.872
44 F 7.307 -1.623 5.887
45 C 7.302 -1.985 4.590
46 C 6.139 -1.844 3.861
47 C 6.139 -2.214 2.524
48 C 7.289 -2.725 1.939
49 C 8.446 -2.862 2.693
50 C 8.459 -2.486 4.028
51 H 5.252 -1.450 4.338
52 H 5.238 -2.104 1.935
53 H 7.281 -3.016 0.897
54 H 9.343 -3.263 2.241
55 H 9.352 -2.579 4.631
56 F 4.032 -1.119 -4.634
57 C 2.901 -0.603 -5.159
58 C 2.822 -0.399 -6.521
59 C 1.652 0.125 -7.050
60 C 0.588 0.441 -6.216
61 C 0.692 0.230 -4.849
62 C 1.855 -0.300 -4.311
63 H 3.665 -0.648 -7.152
64 H 1.571 0.285 -8.116
65 H -0.322 0.851 -6.634
66 H -0.137 0.477 -4.197
67 H 1.958 -0.482 -3.249
68 F -11.004 2.990 4.115
69 C -9.764 2.593 3.787
70 C -9.173 1.573 4.507
71 C -7.894 1.164 4.161
72 C -7.222 1.780 3.114
73 C -7.835 2.805 2.408
74 C -9.118 3.217 2.739
75 H -9.712 1.110 5.322
76 H -7.421 0.362 4.711
77 H -6.227 1.461 2.850
78 H -7.314 3.289 1.591
79 H -9.617 4.009 2.197

## Properties
- Calculated total energy: -87440.04508 eV
- Net charge: +1
- Energy relative to the best compared isomer or geometry (same formula, charge and spin): 0.00 kcal/mol
- 2S+1: 1

4.
A single C32H29F3N4O4S2 molecule at a distorted geometry, computed with ωB97M-V/def2-TZVPD.

Element x y z (Å)
1 C 3.641 3.685 -1.716
2 H 3.913 4.484 -1.030
3 C 2.124 3.565 -1.820
4 C 1.437 3.409 -0.466
5 H 1.692 4.254 0.176
6 H 0.356 3.421 -0.601
7 C 1.815 2.112 0.248
8 C 1.009 1.917 1.477
9 N -0.040 2.590 1.802
10 N -0.450 2.107 3.014
11 C 0.385 1.100 3.452
12 O 0.327 0.456 4.473
13 N 1.321 0.989 2.440
14 C 2.331 -0.035 2.402
15 C 2.016 -1.100 1.380
16 C 3.003 -1.590 0.536
17 C 2.727 -2.610 -0.357
18 C 1.448 -3.151 -0.424
19 C 0.453 -2.648 0.409
20 C 0.733 -1.629 1.298
21 H -0.046 -1.253 1.946
22 H -0.545 -3.058 0.350
23 C 1.145 -4.290 -1.309
24 C 1.248 -4.217 -2.690
25 C 0.945 -5.293 -3.501
26 C 0.538 -6.487 -2.933
27 C 0.418 -6.581 -1.555
28 C 0.711 -5.493 -0.753
29 H 0.612 -5.564 0.320
30 H 0.087 -7.504 -1.103
31 H 0.302 -7.333 -3.560
32 H 1.015 -5.162 -4.569
33 S 1.700 -2.706 -3.519
34 O 1.311 -2.770 -4.892
35 O 3.053 -2.325 -3.239
36 N 0.771 -1.499 -2.745
37 C -0.586 -1.658 -2.648
38 O -1.071 -2.760 -2.822
39 C -1.357 -0.466 -2.322
40 C -2.715 -0.361 -2.103
41 C -3.113 0.980 -1.888
42 C -2.086 1.865 -1.945
43 S -0.589 1.096 -2.252
44 H -2.113 2.929 -1.819
45 H -4.132 1.265 -1.696
46 C -3.680 -1.494 -2.076
47 H -4.046 -1.636 -1.059
48 H -4.534 -1.267 -2.711
49 H -3.205 -2.408 -2.416
50 H 1.210 -0.599 -2.635
51 H 3.503 -2.988 -1.002
52 H 4.003 -1.184 0.586
53 H 3.308 0.415 2.201
54 H 2.344 -0.477 3.405
55 C -1.602 2.565 3.648
56 C -1.603 2.705 5.034
57 C -2.721 3.182 5.686
58 C -3.850 3.542 4.967
59 C -3.871 3.382 3.595
60 C -2.761 2.878 2.927
61 C -2.859 2.624 1.449
62 F -4.141 2.556 1.037
63 F -2.298 3.576 0.686
64 F -2.313 1.451 1.083
65 H -4.758 3.632 3.033
66 H -4.719 3.932 5.474
67 H -2.708 3.284 6.760
68 H -0.719 2.424 5.584
69 H 1.652 1.256 -0.415
70 H 2.872 2.119 0.523
71 H 1.732 4.464 -2.299
72 H 1.869 2.715 -2.457
73 H 4.086 2.758 -1.365
74 H 4.067 3.912 -2.690

## Properties
- Calculated total energy: -77629.79277 eV
- Energy relative to the best compared isomer or geometry (same formula, charge and spin): 0.00 kcal/mol
- SMILES: CCCCc1nn(-c2ccccc2C(F)(F)F)c(=O)n1Cc1ccc(-c2ccccc2S(=O)(=O)NC(=O)c2sccc2C)cc1
- 2S+1: 1